This record from OMol25 describes a molecular structure, C37H37Br45O7S at a distorted geometry. The level of theory is ωB97M-V/def2-TZVPD.

Summary:
gap between HOMO and LUMO: 8.6 eV
charge: 0
electronic energy: -118187.461094 Eh

Each line ends with the Löwdin charge.
CARTESIAN COORDINATES (ANGSTROEM)
1 C -3.0790 -4.3710 -1.6022  -0.0020
2 C -1.8169 -3.5448 -1.5006  -0.1203
3 C -1.7219 -2.2640 -2.0549  -0.1380
4 C -2.8299 -1.6086 -2.8609  -0.1483
5 C -3.3795 -0.3170 -2.2140  -0.1720
6 C -4.6531 -0.4611 -1.3682  -0.2174
7 C -5.7483 -1.2860 -2.0472  -0.2241
8 S -7.2510 -1.4821 -1.0887  0.5783
9 O -8.2357 -0.5712 -1.5695  -0.2653
10 O -7.5530 -2.8827 -1.0358  -0.2856
11 O -6.8752 -1.0047 0.3794  -0.1526
12 C -0.5433 -1.5279 -1.9130  0.0309
13 C 0.5755 -2.0082 -1.2596  -0.1327
14 C 1.8300 -1.1801 -1.1424  -0.1000
15 C 1.9520 -0.4556 0.1937  -0.2309
16 O 1.4985 0.9086 0.1136  -0.0147
17 C 0.3092 1.1644 0.6503  -0.3741
18 O -0.2201 2.2269 0.5699  0.0405
19 C 0.4930 -3.2960 -0.7325  -0.0309
20 C -0.6801 -4.0530 -0.8527  -0.0134
21 C -0.6337 -5.4372 -0.2538  -0.2706
22 O -1.5400 -5.9306 0.3549  0.1416
23 C 0.6740 -6.1435 -0.4182  -0.0887
24 C 0.7802 -7.5033 -0.6763  0.0092
25 C 2.0435 -8.0641 -0.8329  -0.0559
26 C 3.1900 -7.2897 -0.7011  -0.0890
27 C 3.0899 -5.9319 -0.4256  -0.1571
28 C 1.8253 -5.3740 -0.3049  -0.1584
29 C 1.6488 -3.9213 -0.0401  -0.2837
30 O 2.3834 -3.3101 0.6998  -0.0106
31 H -3.0367 -5.0860 -2.4257  0.1033
32 H -3.2476 -4.9019 -0.6677  0.0772
33 H -3.9424 -3.7164 -1.7330  0.0564
34 H -2.3607 -1.3475 -3.8148  0.0333
35 H -3.6096 -2.3219 -3.1185  0.0930
36 H -2.5970 0.0640 -1.5508  0.1065
37 H -3.5143 0.4479 -2.9825  0.0896
38 H -5.0593 0.5423 -1.2157  0.0816
39 H -4.3917 -0.8800 -0.3937  0.1124
40 H -5.4463 -2.3106 -2.2600  0.0733
41 H -6.0660 -0.7982 -2.9718  0.1141
42 H -6.2198 -1.6172 0.7449  0.0971
43 H -0.5034 -0.5420 -2.3728  0.1330
44 H 2.6975 -1.8433 -1.2207  0.1146
45 H 1.9130 -0.4857 -1.9822  0.1311
46 H 2.9968 -0.4097 0.5056  0.0784
47 H 1.4062 -0.9883 0.9712  -0.0422
48 H -0.1401 0.3449 1.2351  0.1263
49 H -0.1075 -8.1169 -0.7752  0.1249
50 H 2.1369 -9.1204 -1.0589  0.1104
51 H 4.1591 -7.7629 -0.8105  0.1143
52 H 3.9695 -5.3015 -0.3331  0.0203
53 C 3.4103 -6.1193 4.3196  -1.5972
54 Br 3.1107 -4.2983 4.8585  0.5613
55 Br 2.3086 -7.3688 5.2790  0.5867
56 Br 3.1343 -6.2174 2.4131  0.7466
57 H 4.4411 -6.3619 4.5340  -0.0250
58 C -3.0743 4.2262 0.5680  -1.6173
59 Br -3.3272 5.5647 1.9295  0.5686
60 Br -4.4222 2.8578 0.6558  0.6055
61 Br -2.9848 5.0266 -1.1748  0.5523
62 H -2.1236 3.7434 0.7513  -0.0725
63 C 0.4768 -0.9933 4.7789  -1.6433
64 Br -0.1190 0.8285 4.6734  0.5939
65 Br -0.8861 -2.1626 5.4615  0.5932
66 Br 1.1736 -1.6131 3.0988  0.7084
67 H 1.2969 -1.0124 5.4838  -0.1357
68 C 3.4472 0.8890 7.2394  -1.6401
69 Br 2.9686 2.7471 7.1807  0.5811
70 Br 2.0515 -0.1829 8.0098  0.6149
71 Br 3.9614 0.2269 5.5070  0.5944
72 H 4.3074 0.8011 7.8866  -0.1378
73 C 6.6314 2.1398 9.7361  -1.6465
74 Br 6.1547 3.9994 9.6726  0.5747
75 Br 5.2301 1.0660 10.5080  0.6129
76 Br 7.1519 1.4767 8.0067  0.5877
77 H 7.4903 2.0447 10.3887  -0.1499
78 C -6.8181 6.4220 -2.0259  -1.6513
79 Br -5.4537 6.9731 -3.2674  0.5514
80 Br -7.2512 4.5599 -2.2283  0.5612
81 Br -6.3380 6.8411 -0.2141  0.5540
82 H -7.7059 6.9938 -2.2632  -0.1518
83 C -2.4335 1.5461 -7.1777  -1.6203
84 Br -4.0790 0.9152 -7.9428  0.5542
85 Br -1.9642 0.4847 -5.6399  0.6428
86 Br -1.0075 1.6083 -8.4656  0.5514
87 H -2.6015 2.5554 -6.8311  -0.0273
88 C 0.6030 5.2142 1.6082  -1.6333
89 Br 0.3287 6.1081 3.2948  0.5925
90 Br 0.5002 6.4429 0.1364  0.5913
91 Br 2.2145 4.1928 1.6154  0.6364
92 H -0.2025 4.5026 1.4920  -0.0762
93 C -7.1327 -2.0584 -7.9385  -1.6387
94 Br -7.2459 -2.5785 -6.0905  0.5762
95 Br -7.4581 -0.1716 -8.1533  0.5502
96 Br -5.4702 -2.6051 -8.7310  0.5618
97 H -7.9200 -2.5760 -8.4667  -0.0316
98 C 7.2546 -3.6349 0.5703  -1.6377
99 Br 5.3616 -3.6088 0.8867  0.6744
100 Br 8.2494 -3.3784 2.1952  0.5751
101 Br 7.7889 -5.2412 -0.3500  0.5745
102 H 7.4867 -2.8074 -0.0858  -0.1354
103 C -10.8188 8.1154 -1.4106  -1.6253
104 Br -9.5023 8.7029 -2.6898  0.6301
105 Br -11.1877 6.2410 -1.6101  0.5862
106 Br -10.2927 8.5500 0.3839  0.5813
107 H -11.7304 8.6545 -1.6233  -0.0308
108 C 11.0011 2.1170 10.4754  -1.6203
109 Br 12.0058 0.9292 9.3511  0.5889
110 Br 10.2477 3.5799 9.4835  0.5878
111 Br 9.6432 1.1703 11.4626  0.6307
112 H 11.6836 2.5361 11.2003  -0.0288
113 C 1.6832 0.7836 -11.7770  -1.6419
114 Br 1.2627 2.4423 -10.8957  0.5427
115 Br 3.1949 -0.0808 -10.9641  0.5759
116 Br 0.1553 -0.3793 -11.8513  0.5689
117 H 1.9565 1.0227 -12.7944  -0.0306
118 C 1.9301 9.5571 2.5532  -1.6705
119 Br 2.4853 10.0686 4.3215  0.5653
120 Br 0.4045 10.5718 1.9715  0.5626
121 Br 3.3811 9.6710 1.2961  0.5617
122 H 1.6263 8.5203 2.6005  -0.1156
123 C 7.1847 0.5599 -1.0742  -1.6186
124 Br 5.2802 0.5767 -0.8189  0.6357
125 Br 8.1269 0.7839 0.5838  0.5916
126 Br 7.7647 -1.0309 -1.9947  0.6279
127 H 7.4297 1.3997 -1.7083  -0.0287